Record 1
{
  "formula": "C29H63Br20NNbO2S",
  "method": "ωB97M-V with the def2-TZVPD basis set",
  "elements": ["C", "C", "Nb", "O", "S", "C", "C", "C", "O", "C", "C", "C", "C", "N", "H", "H", "H", "H", "H", "H", "H", "H", "H", "H", "H", "H", "H", "H", "H", "H", "H", "H", "H", "H", "H", "H", "H", "Br", "C", "C", "Br", "H", "H", "H", "H", "Br", "C", "C", "Br", "H", "H", "H", "H", "Br", "C", "C", "Br", "H", "H", "H", "H", "Br", "C", "C", "Br", "H", "H", "H", "H", "Br", "C", "C", "Br", "H", "H", "H", "H", "Br", "C", "C", "Br", "H", "H", "H", "H", "Br", "C", "C", "Br", "H", "H", "H", "H", "Br", "C", "C", "Br", "H", "H", "H", "H", "Br", "C", "C", "Br", "H", "H", "H", "H", "Br", "C", "C", "Br", "H", "H", "H", "H"],
  "positions_angstrom": [[3.388, 2.048, -3.886], [3.073, 1.104, -2.624], [1.348, 1.812, -1.318], [0.026, 1.580, -2.940], [1.600, 4.224, -1.973], [0.989, -0.351, -0.718], [0.271, -1.261, -1.820], [-0.444, 2.436, 0.020], [-1.563, 3.022, -0.755], [-1.661, 4.445, -0.574], [2.688, 2.242, 0.481], [3.540, 1.005, 0.988], [3.034, -0.132, 1.964], [4.801, 0.921, 0.595], [2.562, 1.999, -4.680], [3.673, 3.106, -3.605], [4.314, 1.596, -4.408], [2.750, 0.086, -3.062], [4.014, 0.861, -2.008], [-0.865, 1.327, -2.628], [2.893, 4.557, -1.596], [0.377, -0.439, 0.245], [2.009, -0.846, -0.519], [0.980, -1.596, -2.657], [-0.698, -0.833, -2.229], [-0.016, -2.237, -1.281], [-0.099, 3.053, 0.906], [-0.825, 1.460, 0.453], [-1.238, 4.935, -1.516], [-1.175, 4.838, 0.370], [-2.770, 4.744, -0.508], [2.095, 2.634, 1.382], [3.394, 3.101, 0.196], [1.946, -0.419, 1.838], [3.644, -1.072, 1.725], [3.173, 0.181, 3.058], [5.002, 1.736, -0.010], [1.411, -2.128, -5.756], [-0.349, -2.961, -5.802], [-0.311, -4.335, -5.183], [0.497, -5.636, -6.394], [-0.673, -2.966, -6.842], [-0.994, -2.298, -5.230], [-1.320, -4.703, -5.005], [0.253, -4.374, -4.253], [-5.985, 0.597, 1.994], [-4.236, 0.665, 2.852], [-3.515, 1.954, 2.536], [-2.771, 1.937, 0.726], [-3.687, -0.219, 2.527], [-4.444, 0.588, 3.923], [-2.653, 2.081, 3.193], [-4.155, 2.833, 2.609], [-4.899, -3.888, 3.626], [-3.145, -3.822, 4.477], [-2.434, -2.531, 4.164], [-1.706, -2.541, 2.356], [-2.600, -4.706, 4.150], [-3.346, -3.899, 5.546], [-1.569, -2.402, 4.816], [-3.076, -1.655, 4.243], [-1.293, -5.201, 7.226], [-0.359, -3.733, 8.104], [-1.251, -3.033, 9.096], [-2.529, -1.866, 8.196], [0.011, -3.076, 7.318], [0.488, -4.198, 8.610], [-0.668, -2.373, 9.738], [-1.829, -3.718, 9.716], [5.022, -0.982, -6.099], [4.846, -2.343, -7.481], [5.924, -2.206, -8.527], [5.550, -0.728, -9.743], [3.838, -2.256, -7.886], [4.941, -3.294, -6.956], [5.959, -3.092, -9.161], [6.912, -2.027, -8.105], [3.517, 4.705, -6.694], [4.274, 3.164, -7.616], [3.213, 2.399, -8.366], [2.135, 1.318, -7.157], [4.788, 2.565, -6.866], [5.008, 3.580, -8.308], [3.669, 1.685, -9.054], [2.527, 3.040, -8.918], [-2.406, -3.304, -2.553], [-3.199, -4.844, -1.662], [-2.170, -5.601, -0.861], [-1.029, -6.680, -2.017], [-3.675, -5.448, -2.433], [-3.966, -4.429, -1.007], [-2.653, -6.314, -0.192], [-1.514, -4.953, -0.282], [-1.239, 4.648, 3.352], [-2.954, 5.567, 3.421], [-3.275, 6.026, 4.821], [-3.872, 4.540, 5.933], [-3.697, 4.886, 3.010], [-2.844, 6.423, 2.753], [-4.111, 6.728, 4.813], [-2.428, 6.483, 5.329], [-1.280, 0.106, -5.937], [-2.994, 1.035, -5.825], [-3.295, 1.496, -4.416], [-3.891, 0.033, -3.273], [-3.746, 0.359, -6.230], [-2.889, 1.896, -6.487], [-4.125, 2.203, -4.417], [-2.436, 1.949, -3.922], [-0.565, -2.245, 12.796], [0.394, -0.622, 13.291], [0.666, 0.241, 12.085], [2.137, -0.471, 11.023], [1.297, -0.933, 13.813], [-0.265, -0.106, 13.991], [0.992, 1.236, 12.390], [-0.191, 0.333, 11.419]],
  "e_homo_ev": -4.0,
  "spin_multiplicity": 1,
  "lumo_energy_ev": 1.3,
  "total_charge": -1
}



Record 2
{
  "formula": "C3H16O5",
  "method": "ωB97M-V with the def2-TZVPD basis set",
  "elements": ["C", "O", "C", "C", "H", "H", "H", "H", "H", "H", "H", "H", "H", "H", "O", "H", "H", "O", "H", "H", "O", "H", "H", "O"],
  "positions_angstrom": [[0.072, -0.645, -0.696], [1.562, -0.437, -0.670], [-0.383, -0.634, 0.730], [-0.370, -1.964, 1.509], [-0.190, 0.231, -1.274], [0.022, -1.646, -1.126], [1.876, -0.723, -1.532], [0.274, 0.071, 1.244], [-1.317, -0.125, 0.953], [0.413, -1.980, 2.267], [-1.272, -2.077, 2.090], [-0.281, -2.819, 0.838], [2.180, -1.950, 0.925], [3.426, -1.108, 1.090], [2.953, -1.841, 1.492], [-2.078, 0.260, -3.362], [-1.001, 1.321, -3.683], [-1.222, 0.601, -3.081], [0.978, 2.383, 1.508], [-0.456, 2.961, 1.799], [0.294, 2.998, 1.198], [-1.831, 1.686, -1.125], [-1.466, 3.039, -0.524], [-2.183, 2.397, -0.571]],
  "e_above_lowest_ev": 1.259,
  "e_homo_ev": -10.4,
  "smiles": "CCCO.O.O.O.O",
  "spin_multiplicity": 1,
  "lumo_energy_ev": 0.3,
  "total_charge": 0
}



Number 1: orbital gap 0.195 Eh, E -1449911.609 eV. Number 2: orbital gap 0.393 Eh, E -13607.251 eV.